Here is a structure of composition C10H7Cl2N2O6PdS from the Open Molecules 2025 dataset. Energies are from the ωB97M-V functional and the def2-TZVPD basis.

Results
* energy relative to the best compared isomer or geometry (same formula, charge and spin): 0.00 kcal/mol
* F_max: 0.00391 Eh/bohr
* HOMO level: -0.1932 Eh
* HOMO-LUMO gap: 7.45 eV

```
! wB97M-V def2-TZVPD RIJCOSX def2/J DEFGRID3
* xyz -1 1
O -1.272 -2.241 -2.776
H -4.051 -2.469 -3.259
C 3.328 0.579 2.292
O -0.658 1.535 1.725
C 2.439 -1.208 -0.862
C -3.741 -1.465 -2.977
S -2.296 -1.610 -1.962
Cl 5.011 0.191 2.545
Cl 0.559 2.733 4.190
C 2.649 0.065 1.165
C 3.211 -0.777 0.177
O -2.696 2.975 -0.858
H -3.487 -0.878 -3.856
H 4.248 -1.071 0.260
H -4.514 -0.969 -2.395
O -1.949 -0.175 -1.706
C 2.677 1.381 3.188
H 2.841 -1.857 -1.627
H 0.451 -1.154 -1.754
N -3.555 2.434 -0.198
N 0.550 -0.034 -0.042
O -2.682 -2.317 -0.765
C 1.296 0.415 1.012
C 1.328 1.715 3.018
Pd -1.346 0.664 0.056
C 0.585 1.256 1.933
O -3.219 1.328 0.369
C 1.090 -0.814 -0.947
H 3.204 1.769 4.049
*
```